ORCA calculation (ωB97M-V/def2-TZVPD) on a structure of composition C2H4FeO3 in a non-equilibrium geometry.

Output
Gap between HOMO and LUMO (spin up / spin down) (eV): 9.0 / 8.1
⟨S²⟩: 6.00
Total energy (eV): -42646.62483
Highest occupied orbital energy (spin up / spin down) (eV): -21.47 / -21.50
LUMO level (spin up / spin down) (eV): -12.42 / -13.36

```
! wB97M-V def2-TZVPD RIJCOSX def2/J DEFGRID3
* xyz 2 5
O 0.31930 -1.57865 -0.87498
C -0.02307 -0.44881 -0.85588
Fe 0.08168 2.12447 -0.86740
O -0.04504 0.39578 0.19064
O -0.18090 0.39194 -1.90598
H -0.30998 -0.02375 -2.77198
C 0.02757 -0.13477 1.53795
H 0.00260 0.74129 2.18962
H -0.83784 -0.78567 1.69217
H 0.96568 -0.68182 1.66584
*
```

What are the Mulliken partial charges on each atom? They are as follows, in elementary charge units: -0.26, 0.93, 1.43, -0.47, -0.46, 0.42, -0.52, 0.28, 0.31, 0.34